A structure of composition C26H39CrO16 in a non-equilibrium geometry. Source: the Open Molecules 2025 dataset; level of theory: ωB97M-V/def2-TZVPD.

Positions of all 82 atoms, in Å:
Cr (1.2174, -0.5472, 2.4739)
C (-2.4566, -1.6088, 1.0030)
C (-1.0569, -1.1701, 1.5031)
O (-0.7514, -0.1227, 2.0752)
O (-0.0518, -1.8260, 1.3535)
H (-3.2745, -1.1569, 1.5643)
H (-2.3517, -2.6884, 1.1098)
H (-2.5317, -1.4135, -0.0667)
C (5.2639, -1.3838, 1.6622)
C (3.7477, -1.1223, 2.0068)
O (3.2491, -0.0182, 2.3292)
O (2.8752, -1.9847, 1.8893)
H (5.4404, -1.5639, 0.6017)
H (5.5112, -2.2577, 2.2650)
H (5.9337, -0.5959, 2.0066)
C (1.3267, -1.8915, 6.4683)
C (1.2042, -1.2925, 5.0306)
O (1.0794, -0.1164, 4.6817)
O (1.1096, -2.0220, 4.0454)
H (0.3158, -2.0671, 6.8363)
H (1.6872, -1.0528, 7.0638)
H (1.8987, -2.8046, 6.6329)
O (-1.1863, -3.4240, -4.4915)
C (-1.0223, -3.7454, -3.3477)
O (-0.5814, -2.8475, -2.5176)
C (-0.2516, -3.4326, -1.2840)
C (-0.3121, -4.9117, -1.5224)
C (-1.2879, -5.0081, -2.6823)
H (-0.6984, -3.2321, -0.3102)
H (0.7513, -3.0885, -1.0310)
H (-0.6871, -5.3912, -0.6182)
H (0.6391, -5.3830, -1.7700)
H (-2.2695, -4.9262, -2.2156)
H (-1.0117, -5.7682, -3.4131)
O (-5.5966, 0.6608, -5.8430)
C (-4.6314, 0.1321, -5.3121)
O (-3.4146, -0.0774, -5.9113)
C (-2.4030, -0.4271, -4.9884)
C (-3.1757, -1.0459, -3.7917)
C (-4.4991, -0.2292, -3.8803)
H (-1.9693, 0.5265, -4.6875)
H (-1.5429, -0.9756, -5.3724)
H (-2.4901, -0.9781, -2.9471)
H (-3.2251, -2.1156, -3.9955)
H (-4.3644, 0.6998, -3.3264)
H (-5.3664, -0.8167, -3.5791)
O (1.3155, 0.5031, 0.1951)
C (1.7990, 0.6730, -0.9510)
O (3.0202, 0.7127, -1.2256)
C (3.3612, 0.3902, -2.5387)
C (2.0733, 0.1621, -3.1969)
C (1.0200, 0.8205, -2.2251)
H (4.0318, -0.4652, -2.4569)
H (3.9787, 1.2301, -2.8570)
H (1.8794, -0.8959, -3.3731)
H (1.8551, 0.5505, -4.1917)
H (0.0037, 0.4306, -2.1680)
H (0.9526, 1.9000, -2.3594)
O (-3.6604, 1.1182, -1.1689)
C (-2.7264, 1.7268, -0.6826)
O (-1.5675, 1.9731, -1.2496)
C (-0.9282, 2.9985, -0.5646)
C (-1.3766, 2.8560, 0.8239)
C (-2.8142, 2.2872, 0.7316)
H (-1.2662, 3.9885, -0.8706)
H (0.1527, 2.8582, -0.5790)
H (-1.3573, 3.7686, 1.4197)
H (-0.8056, 2.0747, 1.3254)
H (-3.5828, 3.0600, 0.7223)
H (-3.0313, 1.4227, 1.3589)
O (1.2376, 1.6481, 2.5249)
C (1.3520, 2.8259, 3.0310)
O (0.5011, 3.3252, 3.9106)
C (0.6306, 4.6594, 4.2140)
C (1.9088, 5.0550, 3.4319)
C (2.4472, 3.8636, 2.6596)
H (0.8857, 4.7126, 5.2724)
H (-0.2785, 5.2280, 4.0183)
H (2.5792, 5.4367, 4.2020)
H (1.7407, 5.8871, 2.7482)
H (3.4960, 3.5860, 2.7638)
H (2.3842, 4.1393, 1.6069)

Cartesian forces, eV/Å:
-0.85 -0.42 1.01
1.87 0.04 0.44
-1.61 0.58 -0.56
-1.59 4.20 2.69
3.10 -5.02 -1.97
0.16 -0.18 -0.09
-0.75 -0.07 0.13
-0.09 0.26 0.03
-1.24 0.26 1.24
0.10 0.06 -1.15
1.13 2.46 1.18
0.17 -3.11 -0.85
-0.32 -0.12 0.12
0.13 -0.25 -0.37
-0.34 0.25 -0.09
-0.47 1.79 -0.62
-0.43 -0.60 0.49
0.56 3.86 1.79
0.26 -3.70 -3.05
-0.13 -0.09 -0.20
0.29 -0.26 0.26
0.12 0.27 -0.63
-0.16 -0.50 -0.85
-0.96 1.06 -2.24
0.15 2.26 1.79
2.50 -0.53 1.62
0.18 -1.31 0.59
0.87 -0.74 0.64
-1.39 0.96 -0.83
0.31 -0.09 -0.26
0.09 -0.26 -0.14
0.11 0.22 -0.03
-0.45 -0.67 -0.79
-1.01 -0.48 0.40
1.90 -1.21 0.39
-0.30 1.14 -0.78
-1.06 0.08 -1.72
-0.19 0.74 1.51
1.07 0.27 -1.26
0.92 -1.44 0.95
0.12 0.27 0.37
-0.75 -0.56 -0.51
-0.67 0.42 0.51
-0.72 0.00 -0.05
-0.41 -0.13 0.23
-0.03 0.44 0.30
1.20 0.50 -2.63
-5.22 -0.99 3.13
3.89 0.06 2.43
1.94 0.69 -0.30
-3.28 -0.13 -1.67
0.74 -0.69 -0.05
-0.19 -0.17 -0.33
-0.18 0.02 -0.59
-0.15 -0.17 0.62
0.85 0.43 -0.06
0.37 -0.22 -0.20
-0.01 0.07 -0.49
1.48 0.25 -0.40
-3.40 -0.97 1.15
0.08 -0.62 -2.01
0.99 1.30 0.82
-1.12 -0.95 3.09
1.39 0.39 -1.42
0.31 -0.01 -0.94
-0.11 0.24 -0.56
0.27 0.07 -0.11
0.22 0.24 0.08
-0.17 -0.23 0.27
-0.04 0.47 0.32
0.30 5.57 2.55
0.85 -4.45 -2.53
-1.23 -2.93 -0.78
1.93 1.00 0.18
0.54 2.06 0.66
-1.61 0.07 -0.06
-0.46 0.15 0.11
0.06 -0.19 -0.26
0.38 -0.04 -0.30
-0.14 0.03 0.11
-0.34 -0.40 0.70
-0.31 -0.57 -0.20

The spin multiplicity is 4. Its relative energy (zero: lowest compared OMol25 entry of this formula, charge and spin) is 95.2 kcal/mol. The HOMO-LUMO gap (alpha / beta) is 8.0 / 9.4 eV. As for the HOMO energy (alpha / beta): -8.6 / -9.3 eV.